*one*
Molecular formula: C6H10N2O5
Method: DFT, ωB97M-V/def2-TZVPD

Computed properties:
Lowest unoccupied orbital energy, eV: -0.84
HOMO energy, eV: -8.920
Spin multiplicity: 1
Kohn-Sham gap, eV: 8.1

CARTESIAN COORDINATES (ANGSTROEM)
C1 1.36735 2.19864 -0.80346
C2 1.22646 1.03748 -1.53913
C3 0.07024 -0.06131 -1.37902
C4 -1.67470 -1.09862 0.20681
C5 -0.88201 -1.97984 1.05804
C6 -1.58241 -3.26487 1.27807
H1 2.10322 3.65272 1.02927
H2 3.33261 2.79127 -1.28006
H3 -0.17722 3.46595 0.34256
H4 2.43871 0.54670 -1.89638
H5 -1.04826 1.08184 0.09780
H6 -2.46356 -0.68909 0.90655
H7 -2.55913 -1.45909 -0.43382
H8 -0.55693 -1.48182 2.12676
H9 0.11753 -2.20974 0.55317
H10 -0.05003 -3.88343 1.37826
N1 2.15110 3.26990 -1.28258
N2 -1.00778 0.14862 -0.47149
O1 2.21206 4.27783 -0.16899
O2 0.16318 2.47652 -0.14153
O3 0.52573 -1.02151 -1.98651
O4 -0.86375 -4.44477 1.39105
O5 -2.84244 -3.35335 1.01465

*two*
Molecular formula: C6H10N2O5
Method: DFT, ωB97M-V/def2-TZVPD

Computed properties:
Lowest unoccupied orbital energy, eV: -0.12
HOMO energy, eV: -10.126
Spin multiplicity: 1
SMILES: NCC(=O)N[C@@H](CC(=O)O)C(=O)O
Kohn-Sham gap, eV: 10.0

CARTESIAN COORDINATES (ANGSTROEM)
N1 4.16093 -0.69993 -0.12912
C1 3.07035 0.36965 0.22403
C2 1.63592 0.00680 -0.31338
O1 1.35722 -0.95455 -0.98570
N2 0.65040 0.99372 -0.08765
C3 -0.78303 0.60696 -0.20713
C4 -1.30276 -0.52856 0.64179
C5 -2.59221 -1.16092 -0.04777
O2 -2.96174 -0.85246 -1.25198
O3 -3.17034 -2.10727 0.81586
C6 -1.56077 1.93317 -0.12294
O4 -1.06063 2.95097 0.31329
O5 -2.83328 1.84903 -0.54285
H1 3.78105 -1.17086 -1.07905
H2 3.96586 -1.47248 0.32142
H3 3.53403 1.41632 -0.14949
H4 3.01496 0.41493 1.54865
H5 0.77829 1.71547 0.74726
H6 -0.80415 0.27752 -1.20885
H7 -1.76606 -0.31563 1.65967
H8 -0.60848 -1.28724 0.70519
H9 -3.51395 -2.82951 0.00230
H10 -2.99158 0.84486 -0.85356

Energies, relative to the best one, in kcal/mol: *one* 174.7; *two* 0.0.

*one*
Molecular formula: C4H8O2
Method: DFT, ωB97M-V/def2-TZVPD

Computed properties:
Lowest unoccupied orbital energy (alpha / beta), eV: 3.99 / 3.84
HOMO energy (alpha / beta), eV: 0.805 / -3.120
Spin multiplicity: 2
Net charge: -1
Kohn-Sham gap (alpha / beta), eV: 3.2 / 7.0

CARTESIAN COORDINATES (ANGSTROEM)
C1 -1.55954 0.28891 1.05149
C2 -0.35589 -0.33776 0.78839
O1 0.78683 -0.07295 1.57341
C3 -0.20274 -1.39902 -0.19972
C4 0.73980 -1.33636 -1.17970
H1 -1.74040 1.00920 1.84424
H2 -2.43392 0.04867 0.45991
H3 0.50119 -0.13440 2.49424
H4 -1.03597 -2.10960 -0.29742
H5 1.37197 -0.46503 -1.23148
H6 0.75204 -2.15973 -1.89068
H7 1.30525 1.84315 -0.52253
H8 0.75579 2.84693 -1.44322
O2 1.11560 1.97800 -1.44692

*two*
Molecular formula: C4H8O2
Method: DFT, ωB97M-V/def2-TZVPD

Computed properties:
Lowest unoccupied orbital energy (alpha / beta), eV: 3.91 / 1.51
HOMO energy (alpha / beta), eV: -2.948 / -2.826
Spin multiplicity: 2
Net charge: -1
Kohn-Sham gap (alpha / beta), eV: 6.9 / 4.3

CARTESIAN COORDINATES (ANGSTROEM)
C1 -1.23969 -1.60603 0.49011
O1 -2.59203 -1.68480 0.49113
C2 -0.54801 -0.10405 0.76015
C3 0.78017 0.03352 -0.00199
C4 1.16558 1.58847 -0.67006
O2 2.44365 1.82557 -1.11026
H1 -0.78236 -2.08932 -0.61849
H2 -0.70579 -2.28060 1.30292
H3 -1.28502 0.41552 0.26390
H4 -0.37070 -0.05648 1.89712
H5 0.51345 -0.45188 -0.97132
H6 1.66361 -0.09063 0.66284
H7 0.32793 1.73999 -1.39969
H8 0.87765 2.21579 0.34652

Energies, relative to the best one, in kcal/mol: *one* 0.0; *two* 37.7.